Record 1
Computed, not measured: one molecule with the formula C3H4O3 in a non-equilibrium geometry, with the ωB97M-V functional and the def2-TZVPD basis.

Calculated values
LUMO energy ... 0.69 eV
Orbital gap ... 11.13 eV
Relative energy (zero: lowest compared OMol25 entry of this formula, charge and spin) ... 58.94 kcal/mol
E_tot ... -342.3620 Ha
M ... 88.062 g/mol

Cartesian coordinates (Å):
H 0.873 1.540 -0.592
O 1.343 -1.296 -0.177
H -0.205 1.185 0.942
C -1.652 -0.466 -0.410
O -0.493 0.165 -0.780
O -2.088 -0.488 0.808
H 2.325 -0.177 1.089
H -2.050 -1.130 -1.346
C 0.440 0.878 0.065
C 1.508 -0.211 0.400


Record 2
Computed, not measured: a 2-piece molecular cluster, C4H5N2OS overall in a non-equilibrium geometry, with the ωB97M-V functional and the def2-TZVPD basis.

Calculated values
LUMO energy (alpha / beta) ... -6.62 / -6.57 eV
Orbital gap (alpha / beta) ... 6.85 / 6.89 eV
Relative energy (zero: lowest compared OMol25 entry of this formula, charge and spin) ... 187.66 kcal/mol
Total charge ... +1
E_tot ... -737.7989 Ha
M ... 129.164 g/mol

Cartesian coordinates (Å):
N -0.464 1.590 -1.255
H 1.337 -1.014 -0.006
N -0.917 0.490 0.622
S -0.174 3.631 2.170
C -1.888 1.518 0.432
H 1.670 -0.101 -1.555
H -0.198 -1.122 1.706
C 1.051 -0.235 -0.690
O -1.625 2.079 -0.651
H -0.328 1.757 -2.241
C -0.019 0.541 -0.490
C -0.927 -0.332 1.613
H -1.695 -0.218 2.365